Entry 1:
164
Properties=species:S:1:pos:R:3:lowdin_charge:R:1 method="wB97M-V/def2-TZVPD" total_charge=0 e_lumo_ev=0.3 total_energy_ha=-5514.7407 e_homo_ev=-10.490 gap_ev=10.83
C -7.4091 20.3099 -18.8631 -0.0504
C -6.1640 19.6115 -18.3655 -0.1991
O -5.5252 20.3890 -17.3438 -0.0009
C -5.8540 20.3187 -16.0741 -0.3971
O -6.6280 19.5341 -15.6072 0.1640
C -5.1216 21.3929 -15.2333 -0.5540
F -4.4783 20.9033 -14.1902 0.1937
F -4.2725 22.0651 -16.0046 0.1742
F -6.0532 22.2494 -14.8081 0.1772
H -7.9600 19.6630 -19.5454 0.0854
H -7.2342 21.2875 -19.3084 0.0801
H -8.0826 20.4736 -18.0182 0.0846
H -5.4000 19.4913 -19.1331 0.1179
H -6.3939 18.5866 -18.0727 0.1286
C -1.9817 25.5255 -14.8430 -0.0476
C -2.7277 26.8061 -15.0859 -0.1928
O -2.2092 27.8289 -14.2269 0.0363
C -3.0218 28.7529 -13.7523 -0.3884
O -4.1475 28.9282 -14.1193 0.1715
C -2.3895 29.6560 -12.6761 -0.5369
F -2.6733 30.9310 -12.9289 0.1834
F -2.9240 29.3466 -11.4867 0.1601
F -1.0700 29.4727 -12.6173 0.1600
H -0.9967 25.4287 -15.2986 0.0673
H -2.5288 24.7530 -15.3873 0.0857
H -1.9430 25.3599 -13.7698 0.0578
H -3.8162 26.7253 -15.0589 0.1077
H -2.6771 27.0691 -16.1511 0.1355
C -2.5690 18.6506 -17.6075 -0.0416
C -1.1120 18.4805 -17.1915 -0.2017
O -0.6864 17.1601 -17.4701 0.0457
C 0.0220 16.8852 -18.5407 -0.3857
O 0.5389 17.7225 -19.2287 0.1670
C 0.3446 15.3819 -18.7032 -0.5473
F -0.3686 14.8789 -19.7085 0.1759
F 1.6515 15.2320 -18.8626 0.1804
F 0.0112 14.6752 -17.6084 0.1532
H -2.9843 19.5624 -17.1768 0.0606
H -3.1709 17.7870 -17.3293 0.0885
H -2.6547 18.8200 -18.6844 0.0840
H -1.1197 18.6217 -16.1089 0.0907
H -0.3972 19.2491 -17.4803 0.1171
C -0.7419 27.5336 -9.7464 -0.0411
C 0.0724 28.7894 -9.4304 -0.1988
O 0.6531 29.3438 -10.5919 0.0142
C 1.4997 30.3538 -10.4596 -0.3832
O 1.8899 30.7186 -9.3922 0.1730
C 2.1690 30.7969 -11.7671 -0.5460
F 1.4293 30.4128 -12.8213 0.1514
F 2.2813 32.1176 -11.8034 0.1879
F 3.3449 30.1877 -11.8968 0.1862
H -0.2218 26.9301 -10.4905 0.0451
H -1.7704 27.7421 -10.0248 0.0628
H -0.7707 26.9314 -8.8369 0.0858
H 0.8932 28.5161 -8.7579 0.1272
H -0.4859 29.4971 -8.8127 0.1354
C -0.9038 16.3713 -10.9289 -0.0219
O -1.7733 16.9659 -11.8765 -0.0075
C -2.9689 16.4564 -12.1240 -0.6172
O -3.3909 15.3899 -11.7723 0.1432
O -3.5503 17.2815 -12.9908 -0.0107
C -4.8013 16.8814 -13.5346 -0.0340
H 0.0672 16.8372 -11.0768 0.0874
H -0.7746 15.3020 -11.1037 0.1009
H -1.2629 16.5476 -9.9163 0.1033
H -4.6956 15.9800 -14.1335 0.1004
H -5.1433 17.7085 -14.1566 0.0747
H -5.6350 16.7641 -12.8413 0.1014
C 4.7817 27.0544 -10.8562 -0.0445
O 3.9370 27.5154 -11.8826 -0.0134
C 2.6976 27.0166 -11.9713 -0.6143
O 2.2656 26.1875 -11.2027 0.1048
O 2.1833 27.3964 -13.1096 0.0266
C 0.9672 26.7527 -13.5234 -0.0069
H 4.9191 25.9766 -10.9490 0.0974
H 4.4510 27.3633 -9.8616 0.1005
H 5.7409 27.5585 -10.9731 0.0966
H 0.5149 27.4146 -14.2553 0.0955
H 0.3066 26.7149 -12.6590 0.0714
H 1.1557 25.7633 -13.9334 0.1017
C -7.9991 25.9556 -12.8345 -0.0267
O -7.0369 25.3543 -11.9711 0.0204
C -5.8068 25.2489 -12.4177 -0.6330
O -5.3755 25.6263 -13.4781 0.1212
O -5.0700 24.5956 -11.5401 0.0181
C -3.7221 24.2887 -11.8887 -0.0215
H -7.6225 26.9536 -13.0646 0.0999
H -8.9245 26.0058 -12.2707 0.0944
H -8.1710 25.4353 -13.7759 0.0974
H -3.7374 23.8462 -12.8825 0.0964
H -3.2524 23.6741 -11.1296 0.0965
H -3.1981 25.2455 -11.9239 0.0885
C 2.7803 23.3095 -9.4328 -0.0095
O 3.3392 22.0920 -9.9328 0.0126
C 3.2288 21.8369 -11.2228 -0.6202
O 2.6487 22.4896 -12.0483 0.1196
O 3.8619 20.6923 -11.4515 0.0118
C 4.0084 20.2668 -12.7969 -0.0377
H 3.3932 23.6574 -8.6035 0.0993
H 1.7460 23.1738 -9.1270 0.0944
H 2.8958 24.1079 -10.1669 0.0670
H 3.5461 20.9774 -13.4821 0.0832
H 3.5651 19.2839 -12.9404 0.0733
H 5.0456 20.2047 -13.1264 0.1026
C 1.7022 19.1121 -9.5999 -0.0425
O 1.0464 18.1400 -8.8036 -0.0038
C 1.7292 17.2744 -8.0906 -0.6348
O 2.9202 17.2901 -7.8939 0.1347
O 0.9000 16.3591 -7.6338 0.0063
C 1.3906 15.2318 -6.9483 -0.0504
H 2.3214 19.7829 -9.0000 0.0910
H 1.0312 19.7442 -10.1761 0.0778
H 2.4102 18.6110 -10.2633 0.0990
H 1.8538 15.4905 -5.9928 0.0977
H 2.2390 14.7516 -7.4440 0.0962
H 0.5855 14.5186 -6.8213 0.0932
C -3.4789 22.5343 -19.3678 -0.0187
O -2.7211 23.1950 -18.3584 0.0123
C -1.6280 22.6127 -17.9096 -0.6038
O -1.2109 21.5203 -18.2162 0.1258
O -1.2019 23.2991 -16.8562 -0.0098
C 0.0209 22.9407 -16.2521 -0.0292
H -2.8268 22.3649 -20.2252 0.1020
H -4.2940 23.1798 -19.6752 0.0982
H -3.8491 21.5621 -19.0490 0.0763
H 0.8926 23.1874 -16.8652 0.1092
H 0.1455 21.8539 -16.2127 0.0703
H 0.0465 23.3357 -15.2428 0.0847
C 2.9000 22.1472 -4.7020 -0.0202
O 1.9518 22.4446 -5.7273 0.0001
C 1.2810 21.4770 -6.3010 -0.6305
O 1.5449 20.3103 -6.3181 0.1444
O 0.2288 22.0429 -6.9268 -0.0131
C -0.6214 21.1291 -7.6178 -0.0300
H 3.4712 23.0372 -4.4735 0.0929
H 3.5311 21.2878 -4.9287 0.0960
H 2.2785 21.8225 -3.8621 0.1015
H -0.9109 20.2891 -6.9857 0.1022
H -0.1436 20.7959 -8.5359 0.0701
H -1.5405 21.6820 -7.8018 0.0954
C -0.4117 23.9788 -11.4378 -0.0120
O -0.8737 23.1847 -12.5710 -0.0143
C -0.9651 21.8895 -12.2706 -0.6225
O -0.7110 21.3431 -11.2371 0.1262
O -1.4217 21.2758 -13.3599 -0.0128
C -1.6052 19.8603 -13.3065 -0.0372
H -0.8559 24.9661 -11.5082 0.0654
H 0.6719 23.9282 -11.3826 0.0737
H -0.8242 23.5278 -10.5344 0.0918
H -1.7149 19.4290 -14.2911 0.0826
H -2.4518 19.7285 -12.6329 0.0991
H -0.7546 19.4413 -12.7668 0.0867
C 2.8907 15.2915 -15.1727 -0.0375
O 1.8595 16.2455 -14.9732 0.0237
C 2.2517 17.5081 -14.8851 -0.6015
O 3.3718 17.9308 -14.9201 0.1324
O 1.1377 18.2398 -14.8168 0.0100
C 1.2016 19.6428 -14.7268 -0.0579
H 3.8731 15.6349 -14.8523 0.0933
H 2.9840 15.0009 -16.2189 0.0914
H 2.7032 14.3818 -14.6048 0.0960
H 0.2430 20.0615 -15.0200 0.0524
H 1.9967 20.1312 -15.2878 0.1122
H 1.2672 19.9350 -13.6745 0.0945

---

Entry 2:
2
Properties=species:S:1:pos:R:3:lowdin_charge:R:1 method="wB97M-V/def2-TZVPD" total_charge=-1 e_above_lowest_kcal_mol=15.24 smiles=[OH-] e_lumo_ev=6.7 total_energy_ha=-75.7821 e_homo_ev=-1.809 gap_ev=8.49
O 0.1541 0.1201 -0.5503 -0.8844
H -0.1541 -0.1201 0.5503 -0.1156

---

Entry 3:
22
Properties=species:S:1:pos:R:3:lowdin_charge:R:1 method="wB97M-V/def2-TZVPD" total_charge=0 e_above_lowest_kcal_mol=130.90 e_lumo_ev="0.1 / 0.1" total_energy_ha=-574.7841 e_homo_ev="-7.240 / -7.235" gap_ev="7.34 / 7.33"
C 1.4017 -1.4535 1.5669 -0.0317
C 1.7975 -0.1770 1.6440 -0.3738
C -0.1905 -0.9804 0.1297 -0.1054
C -2.0505 -1.4175 -1.1978 -0.1268
C -2.1964 -0.1432 -1.9813 -0.1759
C -1.0309 0.8404 -1.8530 -0.1704
C -0.7539 1.2895 -0.4156 -0.1060
C 2.9509 0.3523 2.4521 -0.0370
N 1.0368 0.7699 1.0224 0.0738
N -1.1685 -1.6982 -0.3177 0.0960
N 0.0591 0.3010 0.2812 -0.1589
F 1.9310 -2.6377 1.8090 0.0629
H -2.7818 -2.1904 -1.3981 0.1051
H -2.3262 -0.3992 -3.0379 0.1131
H -3.1292 0.3371 -1.6616 0.1172
H -0.1247 0.3821 -2.2541 0.1246
H -1.2539 1.7191 -2.4599 0.1122
H -0.1880 2.2220 -0.3902 0.1228
H -1.6905 1.4302 0.1324 0.1344
H 3.0160 -0.1584 3.4097 0.0759
H 3.8817 0.1945 1.9095 0.0768
H 2.8104 1.4172 2.6103 0.0708